17
Properties=species:S:1:pos:R:3:mulliken_charge:R:1 method="wB97M-V/def2-TZVPD" multiplicity=1 homo_lumo_gap_ev=10.052 total_energy_ha=-251.79783 e_above_lowest_kj_mol=169.9 max_force_ev_per_a=0.79 smiles=C[C@@H]1[C@H](C)N1C total_charge=0
C -0.72668 1.88692 0.07210 -1.0832
C -0.39511 0.52924 -0.57414 -0.3471
C 0.75567 -0.52402 -0.50742 0.4244
C 2.16519 -0.18362 -0.09952 -1.3768
N -0.31966 -0.49156 0.41558 -0.1798
C -1.35237 -1.46424 0.59486 -0.8789
H -1.38196 1.66600 0.92974 0.2546
H -1.30317 2.54631 -0.58821 0.3232
H 0.11538 2.45137 0.47620 0.2768
H -0.94886 0.38429 -1.50301 0.3597
H 0.71275 -1.37784 -1.21388 0.3812
H 2.71703 -1.04240 0.30207 0.3171
H 2.71638 0.17907 -0.97602 0.3088
H 2.14071 0.60441 0.65478 0.3167
H -2.26324 -0.90169 0.83311 0.2710
H -1.09099 -2.08612 1.45382 0.3115
H -1.55673 -2.10548 -0.27807 0.3205

71
Properties=species:S:1:pos:R:3:mulliken_charge:R:1 method="wB97M-V/def2-TZVPD" multiplicity=1 homo_lumo_gap_ev=5.722 total_energy_ha=-1608.20283 max_force_ev_per_a=1.47 total_charge=0
C -1.35980 -5.02041 1.26747 -0.1954
C -1.89269 -3.58435 1.16308 0.2447
O -3.08344 -3.25832 1.12901 -0.7553
N -0.82465 -2.76685 1.10776 0.0354
C 0.34849 -3.49102 1.17274 0.2506
O 1.49383 -3.09283 1.13539 -0.6392
O 0.05476 -4.89726 1.29840 -0.3931
H -1.71841 -5.48217 2.19866 0.2436
H -1.67794 -5.57664 0.37306 0.2236
C -0.71274 2.84307 7.30946 -1.2182
N -1.09624 1.58612 6.71318 0.0935
C -1.41933 0.58533 7.71030 -1.0590
C -0.99730 1.31900 5.37281 0.7003
C -1.97838 0.49088 4.74715 -0.6478
C -1.88172 0.19944 3.40041 -0.6994
C -0.75580 0.62377 2.64214 0.4064
C -0.59432 0.23751 1.28259 0.7686
C 0.43180 0.73151 0.48412 -0.9628
C 0.51299 0.58182 -0.90220 0.0836
C 1.72654 0.93092 -1.62475 -0.1411
C 2.98356 0.65288 -1.04508 -0.7847
C 4.13990 0.95813 -1.73222 -0.3780
C 4.07174 1.67145 -2.95194 -0.0832
N 5.23732 2.02233 -3.63220 0.3191
C 5.83594 1.22516 -4.67618 -1.0539
C 5.99305 3.22836 -3.39328 -1.0427
C 2.81133 2.02653 -3.48904 -0.2904
C 1.65804 1.59967 -2.87401 -0.5624
C -0.60911 0.03306 -1.65015 0.4675
C -1.92857 0.48578 -1.44911 -0.3975
C -2.94546 0.00445 -2.24845 -0.5506
C -2.68973 -1.08795 -3.11324 -0.1794
N -3.73362 -1.66350 -3.83468 0.3378
C -4.13247 -1.26187 -5.16229 -1.0573
C -4.54468 -2.76184 -3.36028 -1.0127
C -1.38467 -1.61414 -3.24490 -0.4365
C -0.34904 -1.01442 -2.57028 -0.5090
C 0.23484 1.42868 3.28811 -0.8064
C 0.07649 1.83772 4.60753 -0.5750
H -0.59506 3.63146 6.55881 0.3795
H -1.51083 3.11938 8.01323 0.3607
H 0.22327 2.73237 7.87789 0.3788
H -1.63074 -0.39085 7.25798 0.3864
H -0.56126 0.46848 8.40052 0.3102
H -2.28446 0.93955 8.29102 0.3175
H -2.83292 0.14914 5.35350 0.4134
H -2.65814 -0.38520 2.91522 0.4587
H -1.27456 -0.53728 0.89573 0.5544
H 1.29350 1.24426 0.94107 0.4679
H 3.04176 0.13826 -0.08783 0.5309
H 5.13682 0.67372 -1.36656 0.4165
H 5.26895 0.30963 -4.87287 0.2931
H 5.89554 1.83940 -5.58477 0.3292
H 6.85884 0.97879 -4.36204 0.3383
H 5.54386 3.84663 -2.61065 0.2915
H 7.01240 2.93514 -3.10997 0.3245
H 6.04711 3.79031 -4.33599 0.3293
H 2.81253 2.64631 -4.40137 0.3989
H 0.69319 1.84136 -3.32336 0.4399
H -2.13601 1.24551 -0.69550 0.5496
H -3.96909 0.41546 -2.23125 0.3836
H -3.52044 -0.44198 -5.55330 0.2907
H -4.05673 -2.14615 -5.81021 0.3220
H -5.18815 -0.96146 -5.11059 0.3277
H -4.25702 -3.09175 -2.35576 0.2865
H -5.59035 -2.42457 -3.36763 0.3190
H -4.44411 -3.58283 -4.08384 0.3293
H -1.23681 -2.49602 -3.89568 0.4187
H 0.66430 -1.40186 -2.66693 0.5245
H 1.13630 1.69784 2.76748 0.3795
H 0.81789 2.48694 5.10464 0.4058